Computed, not measured: an isolated molecule of C21H35N3O4, with wB97M-V/def2-TZVPD.

Geometry as XYZ:
```
63
Properties=species:S:1:pos:R:3:forces:R:3:nbo_charge:R:1
C 2.33664 -3.58159 1.99285 0.00 0.00 0.00 -0.39
C 1.49776 -2.61119 2.32096 -0.01 0.06 0.09 -0.17
C 1.17154 -1.44988 1.43201 -0.02 -0.10 -0.09 -0.43
C -0.33213 -1.33498 1.04485 0.01 0.09 -0.08 -0.14
C -0.93303 -0.12963 1.74149 0.00 -0.04 0.08 0.70
O -1.54888 -0.22188 2.79071 0.01 -0.01 0.01 -0.63
N -0.68774 1.06100 1.14745 -0.01 -0.02 0.00 -0.63
C -1.07717 2.30862 1.76038 -0.01 -0.01 0.00 -0.14
C -2.56369 2.60543 1.55072 0.02 0.00 0.00 -0.61
C -0.21173 3.39822 1.13386 0.01 -0.01 -0.01 0.68
O 0.39627 3.20887 0.09087 0.00 0.00 0.00 -0.65
N -0.20035 4.57807 1.78612 -0.01 0.00 -0.01 -0.61
C 0.54238 5.72237 1.28189 0.01 -0.02 0.01 -0.21
C 2.03426 5.68163 1.61169 -0.01 0.02 0.00 -0.23
C 2.27139 5.67302 3.11725 0.00 0.00 -0.01 -0.61
C 2.72537 6.86981 0.95286 0.00 -0.01 0.00 -0.60
C -0.58810 -1.40702 -0.49266 -0.04 0.05 -0.01 -0.19
N -1.20747 -2.70648 -0.27780 0.03 -0.04 0.02 -0.45
C -1.84804 -3.60989 -1.05934 0.00 0.00 0.00 0.70
O -2.45419 -4.54301 -0.56743 -0.02 0.01 -0.01 -0.61
C -1.72663 -3.37882 -2.56095 0.03 -0.01 0.00 -0.32
C -3.06657 -3.64477 -3.23844 -0.01 0.02 0.03 -0.60
C -0.60999 -4.24296 -3.16959 -0.02 -0.03 -0.01 0.29
O -1.06158 -5.57514 -3.16936 -0.02 0.02 -0.01 -0.70
C -0.10685 -3.65149 -4.51307 0.01 0.01 0.01 -0.43
C 1.04670 -2.97833 -3.73721 0.00 0.00 0.00 -0.41
C 0.79765 -3.97560 -2.58492 0.00 0.01 0.00 -0.43
C -1.18568 -2.62391 1.17722 0.03 0.01 0.01 -0.19
H 2.55096 -4.39895 2.66849 0.00 0.00 0.00 0.20
H 2.83937 -3.58849 1.03173 0.00 0.00 0.00 0.19
H 1.00412 -2.63288 3.28878 0.00 0.00 0.00 0.21
H 1.48089 -0.52307 1.92288 0.01 0.00 0.00 0.23
H 1.76922 -1.53212 0.52106 0.00 0.00 0.00 0.21
H -0.12396 1.14382 0.31308 0.00 0.01 0.00 0.43
H -0.87427 2.24552 2.83340 0.00 0.01 0.00 0.22
H -2.85465 3.53551 2.04033 0.00 0.00 0.00 0.21
H -2.78032 2.69050 0.48508 0.00 0.00 0.00 0.21
H -3.15086 1.79171 1.97224 0.00 0.00 0.00 0.24
H -0.68527 4.64722 2.66364 0.01 0.00 0.00 0.40
H 0.40733 5.75320 0.20024 0.00 0.01 0.00 0.22
H 0.09461 6.62465 1.70566 -0.01 0.00 0.00 0.20
H 2.43227 4.75833 1.18138 0.01 0.00 0.00 0.21
H 1.86595 6.57978 3.57634 0.00 0.00 0.00 0.20
H 1.80407 4.81060 3.59516 0.00 0.00 0.00 0.21
H 3.33789 5.63764 3.34288 0.00 -0.01 0.00 0.22
H 2.33585 7.81160 1.34951 0.00 0.00 0.00 0.20
H 3.79927 6.85089 1.14106 0.00 0.00 0.00 0.21
H 2.57262 6.87024 -0.12766 0.00 0.00 0.00 0.21
H -1.28344 -0.64878 -0.86662 0.00 -0.01 -0.01 0.20
H 0.30893 -1.41052 -1.11653 0.01 -0.03 0.01 0.19
H -1.43436 -2.33662 -2.72380 0.00 0.00 0.00 0.21
H -3.82577 -2.95679 -2.86476 0.00 0.01 -0.01 0.21
H -2.98722 -3.51636 -4.31850 0.00 -0.01 0.00 0.20
H -3.38975 -4.65995 -3.02476 0.00 0.00 0.00 0.25
H -0.34755 -6.13915 -3.48063 0.02 -0.01 0.00 0.47
H 0.26198 -4.44970 -5.15989 -0.01 0.00 0.00 0.21
H -0.79115 -3.02084 -5.07986 0.00 0.00 -0.01 0.21
H 2.03112 -2.98711 -4.19996 0.00 0.00 0.00 0.21
H 0.80537 -1.95265 -3.45691 0.00 0.00 0.00 0.20
H 0.87520 -3.64149 -1.55085 0.00 0.02 0.00 0.21
H 1.41495 -4.86860 -2.70762 0.01 0.00 0.01 0.20
H -0.70951 -3.47662 1.65655 0.00 0.00 0.01 0.22
H -2.16401 -2.45099 1.62644 -0.01 -0.01 -0.02 0.22
```
Forces are in eV/Å.

Charge ... 0
Spin multiplicity ... 1
Frontier orbital gap ... 9.5 eV
Energy above the lowest of the compared OMol25 structures with the same formula, charge and spin ... 1.0668 eV
HOMO level ... -9.0 eV
Electronic energy ... -1286.421526 Eh
Max |F| ... 0.135 eV Å⁻¹
SMILES ... C=CCC1(C(=O)N[C@H](C)C(=O)NCC(C)C)CN(C(=O)[C@H](C)C2(O)CCC2)C1

***

Computed, not measured: a cluster of 4 separate species, C27H22N2O14 in total, with wB97M-V/def2-TZVPD.

Geometry as XYZ:
```
65
Properties=species:S:1:pos:R:3:forces:R:3:nbo_charge:R:1
C -0.55473 1.47712 5.32414 0.08 -0.07 0.00 -0.15
C -0.09632 0.47502 4.85753 -0.45 -0.22 -0.11 -0.04
C 0.26714 -0.78295 4.18210 0.35 0.36 0.52 -0.42
C 0.03602 -1.93737 5.06618 -0.15 -0.16 -0.38 0.29
N -0.18274 -2.89212 5.66230 0.08 0.11 0.14 -0.28
C -0.44112 -1.00734 2.79945 -0.01 0.16 -0.30 0.03
C -0.75489 0.30509 2.17179 0.00 -0.21 0.10 0.25
N -0.97627 1.30534 1.65576 0.07 0.02 -0.01 -0.29
O -1.52258 -1.87991 2.83583 0.04 0.20 0.11 -0.49
C -2.67823 -1.44429 3.55246 -0.53 -0.35 -0.10 -0.10
C -3.75653 -0.80289 2.65550 -0.08 0.50 0.41 0.05
C -5.08939 -1.54444 2.71143 0.15 -0.05 -0.08 -0.64
O -3.95281 0.57893 3.00939 0.16 0.00 -0.17 -0.73
H -0.97933 2.36218 5.73469 0.11 0.04 0.01 0.25
H 1.34529 -0.75720 3.99347 -0.02 0.02 -0.11 0.28
H 0.29483 -1.46482 2.14108 -0.06 -0.13 0.01 0.27
H -2.43187 -0.76211 4.36992 0.18 0.07 -0.07 0.19
H -3.08812 -2.34674 4.00732 0.15 -0.05 -0.03 0.20
H -3.38598 -0.75776 1.63261 0.00 -0.11 -0.01 0.20
H -5.12832 -2.27443 1.90512 -0.07 -0.22 0.19 0.23
H -5.23952 -2.02902 3.67817 -0.01 -0.05 -0.03 0.20
H -5.90684 -0.84568 2.54939 0.02 0.03 -0.07 0.23
H -4.14770 0.64032 3.95046 -0.11 -0.01 -0.04 0.46
O -5.38624 -0.65924 -0.05765 0.06 0.07 0.00 -0.55
C -5.89313 0.04946 -0.90684 -0.09 -0.11 -0.16 0.48
C -6.55291 -0.45825 -2.09610 0.08 -0.07 0.13 -0.39
C -7.06768 0.40413 -2.98170 -0.05 -0.26 -0.10 0.33
O -7.68564 0.02753 -4.09456 0.03 0.11 0.06 -0.63
C -6.98481 1.89541 -2.78684 0.15 0.28 0.28 0.47
O -7.46906 2.59784 -3.65569 -0.07 -0.10 -0.11 -0.54
C -6.34543 2.40237 -1.58832 -0.11 0.07 -0.19 -0.40
C -5.83033 1.54388 -0.69556 0.09 0.24 0.19 0.33
O -5.23954 1.94625 0.42178 -0.11 -0.23 -0.20 -0.62
H -6.60481 -1.52957 -2.22891 0.00 0.00 -0.02 0.24
H -7.95031 0.85295 -4.54636 0.01 0.03 0.00 0.51
H -6.30558 3.47357 -1.45143 0.02 0.00 0.02 0.25
H -4.94240 1.15855 0.91864 0.05 0.07 0.11 0.52
O 1.85005 -0.43097 0.89599 0.01 -0.01 0.07 -0.57
C 3.06126 -0.29605 0.91199 0.18 -0.14 -0.15 0.49
C 3.99323 -1.20321 0.27359 -0.36 -0.05 0.07 -0.42
C 5.30764 -0.97668 0.37590 0.00 -0.24 -0.12 0.39
O 6.20909 -1.76776 -0.19248 -0.01 0.12 0.13 -0.65
C 5.86386 0.19791 1.13582 -0.09 0.29 0.21 0.46
O 7.07260 0.31147 1.18569 0.04 -0.11 -0.10 -0.52
C 4.92691 1.12075 1.75642 0.17 -0.03 0.00 -0.37
C 3.60979 0.89848 1.64929 0.01 0.29 0.08 0.31
O 2.69300 1.70495 2.17519 0.03 -0.21 -0.06 -0.62
H 3.58996 -2.04739 -0.26823 0.00 0.00 0.00 0.25
H 7.08565 -1.37609 -0.00968 0.01 0.03 -0.05 0.52
H 5.33104 1.97263 2.28458 -0.02 0.01 0.00 0.25
H 1.81606 1.35172 1.92613 -0.03 0.06 -0.04 0.51
O 3.97693 1.12202 -6.91872 0.11 0.06 -0.08 -0.53
C 4.60943 0.68656 -5.97520 -0.27 -0.17 0.20 0.47
C 4.02707 -0.08119 -4.88822 -0.07 0.08 -0.15 -0.38
C 4.80659 -0.50708 -3.88586 -0.35 -0.09 -0.01 0.31
O 4.33406 -1.21406 -2.86143 0.36 0.06 -0.06 -0.64
C 6.28302 -0.20779 -3.84365 0.25 0.18 -0.19 0.48
O 6.91464 -0.61073 -2.88508 -0.11 -0.08 0.09 -0.54
C 6.86876 0.54327 -4.94060 0.06 -0.08 0.15 -0.39
C 6.08883 0.96400 -5.94457 0.26 0.09 -0.06 0.33
O 6.54331 1.65500 -6.98302 -0.13 -0.05 0.06 -0.62
H 2.96664 -0.28691 -4.92650 0.00 -0.01 0.03 0.24
H 5.10007 -1.41462 -2.28631 0.04 0.00 -0.01 0.51
H 7.93071 0.74088 -4.90695 0.00 0.01 -0.01 0.25
H 5.76772 1.83116 -7.55065 -0.03 0.00 0.00 0.51
```
Forces are in eV/Å.

Charge ... 0
Spin multiplicity ... 1
Frontier orbital gap ... 7.8 eV
HOMO level ... -9.6 eV
Electronic energy ... -2204.808312 Eh
Max |F| ... 0.728 eV Å⁻¹
SMILES ... C#C[C@@H](C#N)[C@H](C#N)OC[C@@H](C)O.O=C1C=C(O)C(=O)C=C1O.O=C1C=C(O)C(=O)C=C1O.O=C1C=C(O)C(=O)C=C1O

***

Computed, not measured: a cluster of 14 separate species, C23H48N15O26 in total, with wB97M-V/def2-TZVPD.

Geometry as XYZ:
```
112
Properties=species:S:1:pos:R:3:forces:R:3:lowdin_charge:R:1
C 1.12113 2.18030 -1.51983 -0.14 0.91 -0.25 -0.06
C 1.50236 1.91157 -2.81402 0.10 0.15 0.12 -0.05
C 1.82884 0.61287 -3.12865 0.57 -0.21 -1.64 -0.04
C 1.77089 -0.38961 -2.20062 -0.03 -0.30 0.19 -0.20
N 2.15848 -1.74282 -2.58592 -0.47 1.61 0.42 -0.03
C 3.27581 -1.90553 -3.26824 1.23 -0.42 -0.86 0.02
C 3.70868 -3.16237 -3.71839 -1.05 -0.29 0.59 0.05
C 2.87927 -4.20435 -3.34084 0.76 0.68 -0.39 0.02
C 1.75368 -3.87469 -2.58224 -1.34 -1.93 0.59 -0.09
N 1.32280 -2.69736 -2.19288 1.45 -0.26 -0.76 0.19
C 1.35415 -0.13330 -0.91047 0.07 -0.92 0.03 -0.01
C 1.04004 1.15851 -0.59962 -0.45 0.43 1.28 -0.07
H 0.88484 3.20414 -1.23319 0.05 -0.44 0.03 0.10
H 1.56831 2.69143 -3.56267 -0.07 -0.12 0.05 0.12
H 2.13981 0.38315 -4.14816 -0.10 0.01 0.13 0.13
H 3.88143 -1.03322 -3.48730 -0.34 0.12 0.25 0.16
H 4.61749 -3.29906 -4.29372 -0.05 0.19 0.10 0.12
H 3.07201 -5.24315 -3.59645 -0.08 0.10 0.09 0.10
H 1.13216 -4.71287 -2.26562 -0.03 0.25 -0.05 0.12
H 1.28535 -0.93723 -0.18491 0.01 0.15 -0.01 0.12
H 0.74490 1.38765 0.42010 0.02 0.04 -0.15 0.12
C 5.39188 1.19686 1.13446 0.09 -0.12 0.25 0.06
N 4.03366 1.77812 0.94574 0.22 -0.09 0.10 -0.43
O 3.24327 1.65522 1.85821 -0.19 0.06 -0.07 0.06
O 3.80967 2.33463 -0.10825 0.04 0.03 0.04 0.07
H 5.43704 0.73745 2.11702 -0.09 0.03 0.00 0.09
H 5.54313 0.45934 0.35133 0.04 0.11 -0.08 0.10
H 6.10857 2.00865 1.05005 -0.02 -0.02 -0.13 0.11
C 2.55771 -4.64266 0.86996 -0.01 0.04 -0.24 0.04
N 2.77182 -5.71086 1.88398 0.01 -0.07 0.00 -0.44
O 2.88791 -6.85029 1.47575 0.05 0.03 -0.01 0.07
O 2.81565 -5.36335 3.03953 -0.01 -0.01 -0.03 0.10
H 2.54038 -5.10252 -0.11304 -0.02 -0.10 0.07 0.06
H 1.60735 -4.16468 1.09196 0.06 0.05 0.08 0.10
H 3.38142 -3.93849 0.95715 -0.07 0.05 0.13 0.10
C -1.94408 0.03166 -5.30885 -0.14 -0.13 -0.09 0.05
N -1.48482 1.39105 -5.70656 -0.06 0.00 -0.09 -0.45
O -1.80805 1.79483 -6.79884 0.05 0.04 0.04 0.09
O -0.81281 2.00175 -4.89609 0.00 -0.05 0.00 0.04
H -2.52646 -0.38775 -6.12135 0.03 0.07 -0.03 0.10
H -1.05917 -0.56753 -5.11397 0.00 0.06 0.10 0.09
H -2.54791 0.13995 -4.41249 0.11 0.00 0.05 0.10
C 3.19583 -8.74137 -1.13270 -0.05 0.12 0.07 0.03
N 2.96184 -7.72715 -2.19676 0.11 -0.30 0.19 -0.42
O 1.93330 -7.07773 -2.15126 0.04 0.26 -0.06 0.04
O 3.81439 -7.60162 -3.05466 -0.05 0.25 -0.02 0.05
H 2.35834 -8.73092 -0.45349 -0.02 0.07 -0.06 0.07
H 3.28840 -9.70633 -1.61945 0.05 0.05 -0.06 0.10
H 4.11444 -8.46766 -0.62041 0.03 -0.02 -0.09 0.11
C 2.73793 1.04052 5.17880 -0.21 0.08 0.09 0.04
N 3.55013 -0.19191 5.36945 -0.06 0.07 0.04 -0.45
O 3.22377 -0.95307 6.25096 0.08 -0.05 -0.06 0.08
O 4.49299 -0.34716 4.61493 -0.01 -0.03 -0.02 0.04
H 1.93826 1.05043 5.91064 0.07 -0.10 0.04 0.10
H 3.39857 1.89156 5.31541 0.03 -0.02 -0.13 0.10
H 2.34155 1.01183 4.16839 0.14 0.08 -0.04 0.08
C -0.70306 6.29392 -0.36335 0.32 0.10 -0.04 0.04
N -0.51349 5.22879 0.65607 0.05 0.05 -0.08 -0.43
O -0.43799 4.07350 0.26600 -0.13 0.11 0.15 0.03
O -0.44760 5.57828 1.81020 -0.01 -0.09 0.02 0.09
H -0.74483 5.83465 -1.34488 -0.02 -0.05 0.05 0.10
H -1.63373 6.80006 -0.13450 0.43 -0.04 0.11 0.06
H 0.14406 6.97152 -0.28986 -0.01 -0.02 0.10 0.11
C -4.49831 4.82597 -1.29685 -0.10 -0.15 -0.06 0.06
N -4.04195 6.18520 -1.69473 -0.16 -0.09 -0.08 -0.42
O -4.36414 6.59500 -2.78173 0.10 0.08 0.04 0.11
O -3.36421 6.79707 -0.88225 -0.69 0.01 -0.23 0.00
H -5.08305 4.40855 -2.10834 0.02 0.09 -0.03 0.10
H -3.61157 4.22651 -1.10543 0.00 0.06 0.11 0.10
H -5.09936 4.93341 -0.39822 0.11 0.01 0.05 0.11
C 7.20049 -5.07895 -2.14823 -0.12 -0.14 -0.16 0.05
N 7.66626 -3.73720 -2.60103 0.02 -0.09 -0.03 -0.45
O 7.34985 -3.37518 -3.72091 -0.16 0.04 0.08 0.04
O 8.33163 -3.09855 -1.82071 -0.04 0.05 -0.02 0.08
H 6.62178 -5.53381 -2.94498 0.05 0.04 -0.03 0.09
H 8.08218 -5.67153 -1.92284 -0.01 0.05 0.11 0.11
H 6.59284 -4.93057 -1.25971 0.14 0.01 0.08 0.10
C -3.76388 9.49086 0.85708 -0.05 -0.13 -0.14 0.04
N -4.69750 10.37867 1.60164 0.02 -0.05 -0.09 -0.45
O -5.88512 10.24924 1.39236 0.00 0.03 0.09 0.08
O -4.20239 11.17484 2.37252 -0.01 0.00 0.02 0.06
H -4.34260 8.84039 0.21378 -0.05 0.06 0.03 0.07
H -3.10460 10.12650 0.27292 0.05 0.01 0.10 0.11
H -3.20612 8.91544 1.59101 0.06 0.11 0.02 0.10
C -6.30750 11.99192 4.76772 0.16 0.09 -0.02 0.05
N -6.92065 11.46513 6.01785 0.14 0.10 -0.10 -0.45
O -6.25641 11.49531 7.03156 -0.09 -0.05 0.03 0.07
O -8.05541 11.03843 5.93297 -0.04 -0.02 0.08 0.04
H -5.30436 12.33533 4.99093 -0.02 -0.05 0.07 0.09
H -6.28750 11.18198 4.04565 -0.13 0.06 -0.05 0.08
H -6.93072 12.81130 4.41814 -0.09 -0.11 -0.06 0.10
C 0.99519 -12.79190 0.21814 0.20 0.36 -0.02 0.04
N 1.40035 -11.42032 -0.19957 -0.05 -0.24 0.24 -0.42
O 1.06593 -11.04364 -1.30576 0.08 0.10 0.03 0.07
O 2.04270 -10.76164 0.59746 -0.09 -0.10 -0.06 0.05
H 0.44224 -13.24112 -0.58234 0.00 0.20 -0.17 0.06
H 1.90523 -13.34770 0.42647 -0.01 0.06 0.12 0.11
H 0.38270 -12.69254 1.10948 0.09 -0.01 0.04 0.11
C -10.52226 13.29531 5.94417 -0.15 -0.08 0.17 0.04
N -10.71658 14.32764 4.89044 -0.04 -0.03 0.08 -0.46
O -11.71193 15.01644 4.95048 0.04 0.02 -0.08 0.07
O -9.85433 14.40589 4.03816 0.00 0.02 0.01 0.05
H -11.35845 13.33797 6.63269 -0.02 0.09 -0.06 0.09
H -10.47356 12.32916 5.45108 0.17 0.03 -0.01 0.09
H -9.58974 13.52041 6.45271 0.05 -0.08 -0.09 0.10
C 0.06110 -16.70269 -1.83059 0.00 -0.15 -0.11 0.05
N -0.90750 -15.82568 -1.11826 -0.05 -0.11 -0.01 -0.43
O -2.08369 -16.01264 -1.31042 0.00 0.09 0.05 0.10
O -0.43932 -14.97009 -0.38252 -0.31 -0.62 -0.13 0.01
H -0.49452 -17.40575 -2.44019 -0.06 0.05 0.04 0.10
H 0.68858 -16.06430 -2.44627 0.05 0.02 0.10 0.10
H 0.64851 -17.21964 -1.07713 0.05 0.10 0.00 0.10
```
Forces are in eV/Å.

Charge ... +1
Spin multiplicity ... 1
Frontier orbital gap ... 7.1 eV
HOMO level ... -11.7 eV
Electronic energy ... -3681.253806 Eh
Max |F| ... 2.418 eV Å⁻¹